{"formula": "C31H45Cl3FeGeN5O3PSi2", "method": "ωB97M-V/def2-TZVPD", "elements": ["Fe", "C", "Si", "C", "C", "C", "C", "C", "C", "C", "Si", "C", "C", "H", "H", "H", "H", "H", "H", "H", "H", "H", "H", "H", "H", "H", "H", "H", "H", "O", "C", "N", "C", "C", "O", "N", "C", "C", "C", "C", "C", "C", "C", "C", "C", "C", "C", "C", "H", "H", "H", "H", "H", "H", "H", "H", "H", "H", "H", "C", "N", "C", "P", "O", "N", "C", "C", "N", "C", "C", "H", "H", "H", "H", "H", "H", "H", "H", "H", "H", "H", "H", "H", "H", "H", "H", "H", "H", "Cl", "Ge", "Cl", "Cl"], "coordinates": [[0.4704, 0.7011, -0.0595], [-0.9802, 1.4308, 2.1104], [0.3452, -0.0052, 2.2507], [1.7247, -1.1883, 1.5125], [1.2623, 0.6441, 3.7598], [1.1967, 0.3110, 5.1080], [1.9584, 1.0067, 6.0411], [2.7828, 2.0449, 5.6292], [2.8532, 2.3820, 4.2814], [2.1060, 1.6907, 3.3302], [2.1013, 2.0133, 1.4323], [3.9335, 1.7853, 0.9406], [1.7647, 3.8873, 1.2028], [-1.9456, 1.0620, 2.4729], [-1.1716, 1.8350, 1.1063], [-0.6496, 2.2658, 2.7312], [1.4548, -2.2293, 1.7200], [2.6612, -0.9467, 2.0189], [1.9293, -1.1249, 0.4377], [0.5482, -0.4934, 5.4413], [1.9084, 0.7408, 7.0911], [3.3712, 2.5901, 6.3587], [3.5026, 3.1972, 3.9735], [4.5880, 2.4022, 1.5669], [4.1065, 2.0890, -0.0960], [4.2512, 0.7460, 1.0481], [1.8915, 4.4485, 2.1332], [0.7531, 4.0645, 0.8321], [2.4587, 4.3107, 0.4707], [-2.2690, -0.7573, -1.8749], [-2.0633, -1.2000, -0.7264], [-2.8170, -2.2488, -0.2131], [-2.4899, -2.5679, 1.1610], [-1.4037, -1.5418, 1.3369], [-0.7812, -1.2803, 2.5099], [-1.1546, -0.7983, 0.1795], [-3.6792, -2.4013, 2.1246], [-4.9915, -2.4910, 1.6718], [-6.0643, -2.3353, 2.5393], [-5.8423, -2.0924, 3.8854], [-4.5373, -2.0015, 4.3492], [-3.4676, -2.1535, 3.4804], [-1.9339, -4.0038, 1.3037], [-1.1141, -4.3399, 2.3801], [-0.5488, -5.6018, 2.4708], [-0.7961, -6.5564, 1.4919], [-1.6162, -6.2325, 0.4227], [-2.1775, -4.9650, 0.3306], [-3.6735, -2.4963, -0.6702], [-5.2005, -2.6870, 0.6277], [-7.0757, -2.4069, 2.1580], [-6.6764, -1.9744, 4.5658], [-4.3469, -1.8092, 5.3981], [-2.4579, -2.0507, 3.8502], [-0.8970, -3.5990, 3.1374], [0.0944, -5.8394, 3.3095], [-0.3482, -7.5399, 1.5609], [-1.8212, -6.9669, -0.3471], [-2.8011, -4.7190, -0.5192], [2.0028, 1.9324, -7.1237], [2.0100, 2.4968, -5.7912], [1.0733, 4.5054, -4.3661], [0.8969, 1.8447, -3.0551], [1.0053, 2.2580, -1.5914], [1.4848, 0.2786, -3.3018], [0.7252, -0.6806, -2.4899], [2.8906, -0.1384, -3.2312], [-0.6543, 1.8698, -3.5582], [-1.1483, 0.8769, -4.5258], [-1.6805, 2.2439, -2.5644], [2.9370, 2.1815, -7.6321], [1.1702, 2.3230, -7.7171], [1.9094, 0.8424, -7.0834], [3.2241, 3.8761, -4.4300], [3.0575, 2.1940, -3.8171], [0.5309, 4.9975, -5.1619], [-0.3163, -0.3927, -2.3431], [1.2096, -0.8382, -1.5133], [0.7116, -1.6533, -2.9880], [3.5756, 0.5470, -3.7129], [2.9712, -1.1024, -3.7403], [3.2065, -0.2689, -2.1892], [-0.3171, 0.3440, -4.9787], [-1.7054, 1.3889, -5.3131], [-1.7991, 0.1672, -4.0117], [-1.3435, 3.0969, -1.9806], [-1.9162, 1.4014, -1.9103], [-2.5810, 2.5283, -3.1101], [4.6758, 4.4747, -3.9713], [3.0130, 3.7579, -2.2894], [1.9814, 3.0676, -4.3188], [0.9738, 5.5757, -2.9296]], "forces_ev_per_a": [[-0.0543, -0.0285, 0.6933], [-0.1653, -0.1210, -0.0673], [0.3588, 0.3961, -0.0989], [-0.2271, -0.2261, -0.0890], [-0.0009, -0.0088, -0.0255], [-0.0026, -0.0203, -0.0020], [0.0024, -0.0072, 0.0042], [0.0115, 0.0059, -0.0057], [0.0163, -0.0263, 0.0094], [-0.0168, 0.0072, 0.0225], [-0.1166, -0.0956, -0.3211], [0.0734, 0.1695, 0.1498], [0.0602, 0.0130, 0.1125], [-0.0085, 0.0251, 0.0521], [0.0155, -0.0212, -0.0115], [-0.0068, 0.0119, 0.0111], [0.0432, -0.0172, 0.0505], [0.0223, 0.0210, -0.0238], [-0.0159, 0.0170, -0.0020], [-0.0021, 0.0007, 0.0030], [-0.0108, 0.0047, 0.0042], [0.0033, 0.0031, 0.0041], [0.0038, 0.0003, -0.0034], [0.0325, -0.0149, -0.0021], [-0.0156, -0.0636, -0.0431], [-0.0274, -0.0057, -0.0176], [0.0075, 0.0119, -0.0018], [-0.0138, -0.0057, 0.0408], [0.0124, 0.0242, 0.0071], [0.0338, 0.0067, -0.0470], [-0.0277, 0.1075, 0.0217], [-0.0114, -0.1593, 0.0059], [-0.0196, 0.0411, 0.0995], [0.1635, -0.0180, -0.1107], [-0.1922, 0.0156, 0.0191], [-0.0117, -0.1263, 0.1361], [-0.0229, 0.1169, -0.0413], [-0.0056, -0.0372, 0.0041], [0.0066, -0.0342, 0.0104], [-0.0052, -0.0021, -0.0049], [0.0016, -0.0320, 0.0060], [0.0037, -0.0143, 0.0129], [0.1085, 0.0440, -0.1107], [-0.0573, -0.0155, 0.0438], [-0.0354, -0.0108, 0.0182], [0.0058, 0.0012, -0.0048], [-0.0276, -0.0073, 0.0320], [-0.0533, -0.0281, 0.0108], [-0.0061, 0.0175, -0.0055], [-0.0010, 0.0246, -0.0041], [-0.0027, -0.0025, -0.0002], [-0.0008, 0.0134, -0.0005], [-0.0014, 0.0207, -0.0036], [0.0002, -0.0031, -0.0037], [0.0281, 0.0153, -0.0244], [0.0075, 0.0038, -0.0052], [-0.0018, -0.0026, 0.0011], [0.0122, 0.0028, -0.0098], [0.0388, 0.0188, -0.0205], [-0.4156, -0.1135, 0.3731], [-0.1273, 1.2243, 1.8358], [-1.3152, 1.4822, -0.7075], [-0.5196, -2.5388, 1.2125], [0.2767, 0.4821, -1.1772], [0.0229, 0.3349, 0.1350], [-0.2211, -0.1500, -0.1336], [0.0803, -0.0834, -0.2312], [0.0406, -0.4843, 0.2376], [-0.0004, 0.2745, -0.2329], [-0.0323, 0.4281, -0.0821], [-0.0028, -0.0052, 0.0051], [0.0077, -0.0067, -0.0111], [0.0082, -0.0052, -0.0506], [0.5171, 1.0255, -0.7805], [1.0752, -0.9462, 1.0366], [-0.1907, -0.6503, -0.2887], [-0.0217, -0.0140, -0.0542], [0.0072, 0.0235, -0.0486], [0.0245, -0.0071, -0.0068], [-0.0833, -0.0061, -0.1096], [-0.0317, -0.0401, 0.0943], [-0.0007, 0.0607, -0.0008], [0.0216, 0.0298, -0.0318], [-0.0379, -0.0059, 0.0169], [0.0352, -0.0065, 0.0245], [0.0123, 0.0154, -0.0149], [-0.0032, -0.0120, -0.0794], [0.0076, 0.0315, -0.0061], [-0.5326, -0.2446, -0.2364], [0.1217, -0.6492, 1.2311], [0.7858, 1.2403, -1.8741], [0.5864, -0.6894, -0.5187]], "homo_lumo_gap_ev": [3.88, 4.48], "spin_multiplicity": 6, "de_lowest_kcal_mol": 566.09, "total_charge": -1, "e_tot_ha": -7348.804724, "e_lumo_ev": [1.693, 0.661]}